Molecular formula: C20H25F5IN3O4PTcTe
Method: DFT, ωB97M-V/def2-TZVPD

Output
Orbital gap (spin up / spin down): 6.3956 / 5.6809 eV
Energy above the lowest of the compared OMol25 structures with the same formula, charge and spin: 57.2 kJ/mol
Spin multiplicity: 4
E_LUMO (spin up / spin down): -4.26 / -4.97 eV
Net charge: +1

Last column: Mulliken charge in e.
Geometry (Å):
Tc  -0.76757  -2.16066  -2.08191  0.29
F  1.40873  -4.04156  -2.05131  -0.24
C  1.17993  -2.82546  -2.62431  0.76
F  2.03913  -1.96266  -2.00521  -0.19
C  1.63683  -2.89606  -4.09121  0.62
F  2.93723  -3.09486  -4.23931  -0.24
F  1.33363  -1.72756  -4.69431  -0.23
F  0.98483  -3.85586  -4.75491  -0.21
I  -2.06727  -2.52126  -4.48831  0.14
C  -1.45107  -3.97506  -2.99281  -0.99
H  -0.79017  -4.69516  -3.46501  0.42
H  -2.34987  -4.46926  -2.63411  0.56
C  0.68293  -5.53646  1.07889  -1.06
C  0.45163  -4.28386  1.89859  -0.15
O  -0.85617  -3.75136  1.59969  -0.26
P  -1.04447  -2.36016  0.87569  0.44
O  0.00953  -2.09586  -0.18691  -0.45
Te  -3.12697  -2.45136  -0.30441  -0.28
O  -0.79577  -1.20356  1.94029  0.12
C  -1.40777  -1.20996  3.23849  -0.31
C  -0.92527  0.01724  3.99129  -1.06
H  1.64823  -5.96126  1.33709  0.39
H  0.68043  -5.30316  0.01729  0.12
H  -0.09347  -6.27046  1.27909  0.32
H  1.21033  -3.52726  1.67879  0.33
H  0.44853  -4.50726  2.96799  0.34
H  -1.12937  -2.12726  3.76409  0.32
H  -2.49567  -1.19966  3.11739  0.36
H  0.15433  -0.01636  4.11809  0.30
H  -1.39167  0.04854  4.97159  0.43
H  -1.19247  0.92204  3.45119  0.14
C  3.50693  3.00414  2.27239  -1.53
C  2.17783  3.40184  1.72739  0.57
C  1.11573  2.50424  1.64269  -0.55
C  -0.11647  2.88754  1.15279  -0.06
C  -0.32047  4.19614  0.71069  0.15
N  -1.52817  4.67104  0.21109  -0.03
C  -2.67807  4.01654  -0.16501  0.25
O  -3.76187  4.53004  -0.06471  -0.64
N  -2.54697  2.72124  -0.65251  0.01
C  -1.51247  2.13804  -1.35231  -0.50
C  -0.47847  2.83114  -1.98671  -0.10
C  0.47163  2.09784  -2.67121  -1.26
C  0.38923  0.71424  -2.71071  -0.44
N  -0.58567  0.05094  -2.09241  0.74
C  -1.50657  0.74684  -1.44181  0.22
C  0.73553  5.10864  0.81509  -0.71
C  1.95633  4.71644  1.30999  -0.82
H  3.57473  1.93074  2.42589  0.35
H  3.67993  3.49884  3.22909  0.34
H  4.30373  3.32064  1.60059  0.37
H  1.24903  1.48524  1.97249  0.39
H  -0.92437  2.17464  1.14849  0.67
H  -1.68447  5.66224  0.36009  0.25
H  -3.43087  2.22484  -0.66691  0.25
H  -0.44577  3.90804  -1.96831  0.57
H  1.27973  2.59284  -3.18241  0.47
H  1.12403  0.14324  -3.25701  0.35
H  -2.30787  0.20154  -0.95291  0.09
H  0.58433  6.12884  0.49899  0.45
H  2.75863  5.43444  1.37559  0.44

Forces on atoms 1 to 2 (eV/Å):
-1.0 -0.5 0.1
0.0 -0.1 -0.2


Molecular formula: C3H7O3
Method: DFT, ωB97M-V/def2-TZVPD

Output
Orbital gap: 7.8650 eV
Energy above the lowest of the compared OMol25 structures with the same formula, charge and spin: 145.7 kJ/mol
E_LUMO: 4.03 eV
Net charge: -1

Last column: Mulliken charge in e.
Geometry (Å):
C  -0.87472  2.00288  0.99984  -0.23
O  -1.18477  2.29787  -0.39621  -0.53
H  -2.04514  1.88227  -0.61163  0.28
H  -1.82974  1.95696  1.51229  0.22
H  -0.25618  1.10214  0.97589  0.08
H  -0.18458  2.78029  1.33592  0.19
C  1.14377  -2.10756  -1.13156  -0.79
C  0.66231  -1.34949  0.20269  0.60
O  1.37642  -0.39726  0.59045  -0.76
O  -0.51914  -1.57257  0.58256  -0.73
H  1.05608  -1.23943  -1.78378  0.15
H  0.50151  -2.93736  -1.38154  0.26
H  2.15417  -2.41874  -0.89494  0.25

Forces on atoms 1 to 2 (eV/Å):
0.6 -0.2 -1.7
-0.8 0.2 -0.1


Molecular formula: C16H31BaF3O3P2S
Method: DFT, ωB97M-V/def2-TZVPD

Output
Orbital gap (spin up / spin down): 3.1063 / 3.2909 eV
Energy above the lowest of the compared OMol25 structures with the same formula, charge and spin: 336.5 kJ/mol
E_LUMO (spin up / spin down): -0.29 / -0.28 eV
Net charge: 0

Last column: Mulliken charge in e.
Geometry (Å):
P  1.77680  -1.73078  -1.35686  1.67
P  2.47518  2.69126  -1.41657  -0.02
C  1.79176  -0.06756  -2.06961  0.66
C  2.90826  0.86354  -1.59451  -0.96
H  0.80761  0.32705  -1.79224  -0.43
H  1.81112  -0.17762  -3.16754  -0.12
H  3.28592  0.59737  -0.58806  0.40
H  3.75672  0.81084  -2.29281  0.49
C  0.67130  2.71702  -1.77216  -0.43
H  0.10393  2.22609  -0.97699  0.06
H  0.45786  2.21119  -2.72522  -0.09
H  0.31180  3.74863  -1.84121  0.47
C  3.04640  3.35072  -3.04732  -0.89
H  2.27003  3.34883  -3.82570  0.24
H  3.92367  2.77815  -3.37504  0.31
H  3.35245  4.38986  -2.86436  0.34
C  0.52472  -2.75964  -2.12158  -1.19
H  0.33134  -3.61122  -1.45407  0.52
H  0.87822  -3.14478  -3.08934  0.47
H  -0.42023  -2.20784  -2.25671  0.04
C  3.38018  -2.48024  -1.57261  -1.43
H  4.14513  -1.69822  -1.65663  0.39
H  3.37343  -3.09191  -2.48407  0.40
H  3.58728  -3.11716  -0.70154  0.45
Ba  -2.49749  -0.17121  -3.49504  1.47
C  -1.40333  1.64723  -5.17371  0.28
C  -2.75497  1.68744  -5.31646  -1.47
C  -3.55345  0.96900  -6.37802  -0.41
C  -2.97614  -0.38676  -6.88983  -0.74
C  -2.41111  -1.30864  -5.84526  -0.46
C  -1.12743  -1.33698  -5.39687  -1.27
C  -0.03085  -0.43328  -5.88821  0.04
C  -0.42728  1.05097  -6.15482  -1.07
C  1.44467  -1.56028  0.39768  -1.44
H  -0.91997  2.26473  -4.40279  0.06
H  -3.34652  2.39133  -4.69981  0.42
H  -3.71740  1.63351  -7.24891  0.25
H  -4.57463  0.79699  -5.98869  0.28
H  -3.82073  -0.92273  -7.35745  0.39
H  -2.26420  -0.19144  -7.70375  0.35
H  -3.11867  -2.08846  -5.51362  0.48
H  -0.78367  -2.15574  -4.74121  0.27
H  0.39798  -0.84463  -6.82354  0.27
H  0.80672  -0.45293  -5.17085  -0.08
H  0.50305  1.64738  -6.10133  0.39
H  -0.75601  1.15822  -7.20198  0.48
H  1.18122  -0.53015  0.66978  0.30
H  2.34720  -1.86570  0.94368  0.44
H  0.61287  -2.21808  0.68098  0.44
F  -0.96068  0.92131  1.63543  -0.23
C  -2.09585  0.26134  1.26766  0.58
F  -1.88508  -1.06624  1.43836  -0.22
F  -3.10752  0.64037  2.07549  -0.19
S  -2.48084  0.63010  -0.51415  1.11
O  -3.56665  -0.27825  -0.91636  -0.68
O  -2.74850  2.04354  -0.59370  -0.61
O  -1.22501  0.21847  -1.21805  -0.77

Forces on atoms 1 to 2 (eV/Å):
-0.3 1.1 -0.3
-0.2 0.2 -0.3


Molecular formula: H4O2
Method: DFT, ωB97M-V/def2-TZVPD

Output
Orbital gap: 12.2222 eV
SMILES string: O.O
Energy above the lowest of the compared OMol25 structures with the same formula, charge and spin: 17.3 kJ/mol
E_LUMO: 0.59 eV
Net charge: 0

Last column: Mulliken charge in e.
Geometry (Å):
H  0.16870  1.33108  -0.49038  0.34
H  -0.46820  1.45013  0.88815  0.30
H  -0.18562  -1.30822  0.42680  0.31
H  1.17215  -1.97594  0.44538  0.33
O  -0.55292  1.76032  -0.00652  -0.64
O  0.46704  -1.69745  -0.15222  -0.64

Forces on atoms 1 to 2 (eV/Å):
-0.3 0.1 0.1
0.1 -0.1 0.6


Molecular formula: C14H25BN6SiSr
Method: DFT, ωB97M-V/def2-TZVPD

Output
Orbital gap: 6.9584 eV
E_LUMO: 0.27 eV
Net charge: 0

Last column: Mulliken charge in e.
Geometry (Å):
H  -0.02569  2.89617  0.62042  0.51
N  0.31873  1.59964  -0.97974  0.06
B  1.07597  0.67257  -3.29431  0.08
N  0.95300  1.84208  -2.27735  -0.07
C  1.31415  3.11734  -2.37283  -0.15
Sr  -0.77965  -0.76185  -0.48651  2.17
H  1.77806  3.44600  -3.27717  0.46
C  0.98558  3.78401  -1.21694  -1.17
H  1.13408  4.79717  -0.96564  0.43
C  0.36709  2.78509  -0.36938  -0.30
H  1.45249  1.03101  -4.26624  -0.13
C  -1.49830  -2.70796  0.14363  -1.61
H  -1.88235  -3.15402  1.17570  0.23
H  -0.68876  -3.32891  -0.25760  0.33
H  -2.36694  -2.67434  -0.61375  0.23
N  -0.33632  0.05008  -3.40188  0.06
N  1.96501  -0.43949  -2.65280  -0.03
N  -1.14887  -0.52770  -2.45110  -1.06
N  1.60100  -1.09369  -1.49974  -0.11
C  -1.09131  -0.03394  -4.49584  -0.12
C  3.13988  -0.91179  -3.13836  -0.17
H  -0.71895  0.34334  -5.38405  0.53
H  3.56778  -0.52426  -4.03794  0.44
C  -2.32434  -0.65496  -4.20611  -1.19
C  3.59554  -1.93723  -2.24995  -1.17
C  -2.30840  -0.96832  -2.79362  0.19
C  2.57285  -1.99619  -1.22939  -0.40
H  -3.09241  -0.85004  -4.87964  0.44
H  4.44717  -2.49353  -2.33363  0.47
H  -3.04276  -1.42936  -2.23595  0.45
H  2.54036  -2.62486  -0.38923  0.52
H  -0.61145  -0.70527  1.51085  -0.08
C  -2.29635  1.01224  3.57411  -1.03
Si  -0.61631  0.17706  3.81821  0.27
C  0.35323  1.26844  5.03619  -1.05
C  -0.91929  -1.47246  4.69021  -1.06
C  0.13804  -0.14359  2.12933  -0.41
H  -2.67795  1.40278  4.52870  0.30
H  -3.03803  0.30499  3.18180  0.32
H  -2.21179  1.85501  2.87527  0.31
H  -0.22220  1.46117  5.95460  0.29
H  1.29665  0.79423  5.33867  0.32
H  0.59863  2.24449  4.59677  0.32
H  -1.63484  -2.08735  4.13177  0.32
H  0.01683  -2.03539  4.78917  0.32
H  -1.32046  -1.31363  5.70072  0.30
H  0.60377  0.80161  1.73266  0.26
H  1.03785  -0.81638  2.22790  0.37

Forces on atoms 1 to 2 (eV/Å):
-0.1 0.1 0.3
1.5 1.8 -2.1


Molecular formula: C28H31N4O2PtS5
Method: DFT, ωB97M-V/def2-TZVPD

Output
Orbital gap: 5.4861 eV
Energy above the lowest of the compared OMol25 structures with the same formula, charge and spin: 0.0 kJ/mol
E_LUMO: -3.67 eV
Net charge: +1

Last column: Mulliken charge in e.
Geometry (Å):
Pt  0.43031  -1.47046  0.57730  0.87
C  -3.36499  3.42014  4.25310  -1.65
C  -2.43899  2.75074  3.28870  0.20
C  -2.00299  3.39724  2.14370  -0.78
C  -1.21669  2.73654  1.18400  -0.02
C  -0.64089  3.44434  0.12260  -0.17
N  0.11941  2.90684  -0.81710  0.42
C  0.90071  3.64464  -1.76980  -0.64
C  0.73661  3.08994  -3.18710  -0.66
C  1.49441  1.77134  -3.42210  -0.84
N  0.78431  0.59414  -2.99400  0.18
C  -0.14439  -0.01016  -3.71700  0.10
C  -0.84269  -1.16596  -3.33780  0.36
C  -1.88019  -1.63266  -4.17180  -0.93
C  -2.67889  -2.70606  -3.82490  0.39
C  -3.77199  -3.18866  -4.72430  -1.64
C  -2.47239  -3.30956  -2.59120  -0.86
C  -1.46699  -2.88586  -1.70500  0.47
C  -1.39709  -3.53386  -0.43910  -0.05
N  -0.77039  -3.11626  0.60810  -0.02
C  -0.81399  -3.88916  1.82990  -0.78
C  0.52341  -3.78306  2.56600  -0.85
C  0.63471  -2.45496  3.32380  -0.68
N  0.15281  -1.34406  2.52870  0.20
C  -0.63569  -0.47646  3.09690  0.06
C  -1.19529  0.73914  2.62620  0.48
C  -1.95319  1.47884  3.55320  -0.90
C  -1.02629  1.29584  1.30490  0.94
O  -0.77119  0.62674  0.27620  -0.69
C  -0.56569  -1.84826  -2.09720  0.81
O  0.50191  -1.54426  -1.44810  -1.18
H  -3.93519  4.19754  3.75130  0.41
H  -2.80779  3.87004  5.07560  0.31
H  -4.05239  2.69184  4.67740  0.40
H  -2.27219  4.43054  1.97700  0.46
H  -0.76909  4.52014  0.09040  0.42
H  0.25381  1.89994  -0.74570  -0.38
H  1.96371  3.60464  -1.49420  0.13
H  0.58181  4.68994  -1.74360  0.53
H  1.13431  3.83134  -3.88050  0.43
H  -0.32329  2.95674  -3.40800  0.31
H  2.44441  1.80754  -2.88630  0.29
H  1.69771  1.67974  -4.49190  0.50
H  1.01061  0.14754  -2.10700  -0.21
H  -0.40389  0.45454  -4.66130  0.50
H  -2.05379  -1.11676  -5.10410  0.38
H  -3.81319  -2.60276  -5.63750  0.37
H  -4.73729  -3.11566  -4.22510  0.36
H  -3.61269  -4.23296  -4.98800  0.36
H  -3.11849  -4.11856  -2.28670  0.50
H  -1.98209  -4.44996  -0.35060  0.41
H  -1.04369  -4.93726  1.60670  0.59
H  -1.61569  -3.49486  2.46830  0.24
H  1.33351  -3.87286  1.83770  0.21
H  0.61961  -4.59636  3.28410  0.50
H  1.68441  -2.27056  3.58120  0.20
H  0.06091  -2.52606  4.25510  0.50
H  -0.86169  -0.66046  4.15110  0.30
H  -2.17059  1.03064  4.51150  0.49
C  3.97261  2.84404  1.63320  -0.61
S  4.63311  2.09904  0.10220  -0.16
C  4.68741  0.40194  0.54500  0.19
C  3.56831  -0.35056  0.69590  -0.37
S  1.99651  0.30644  0.50860  -0.15
S  3.81981  -2.02386  1.14420  0.05
C  5.57841  -1.96916  1.13190  0.05
S  6.51581  -3.26736  1.45530  -0.22
S  6.22531  -0.39786  0.76520  -0.17
H  3.84961  3.89804  1.40820  0.32
H  4.69661  2.70894  2.43220  0.35
H  3.01691  2.39614  1.88460  0.08

Forces on atoms 1 to 2 (eV/Å):
0.9 -0.7 0.0
0.1 0.1 0.2


Molecular formula: C2H5NO
Method: DFT, ωB97M-V/def2-TZVPD

Output
Orbital gap: 11.1713 eV
SMILES string: CN=C=O.[H][H]
Energy above the lowest of the compared OMol25 structures with the same formula, charge and spin: 158.1 kJ/mol
E_LUMO: 0.72 eV
Net charge: 0

Last column: Mulliken charge in e.
Geometry (Å):
C  -1.31040  -0.27484  -0.04937  -0.69
C  0.47079  1.42676  0.18501  0.59
O  1.05862  2.43687  0.31680  -0.46
N  -0.01102  0.33357  0.04603  -0.25
H  -1.89838  -0.08037  0.85287  0.31
H  -1.18895  -1.35391  -0.15920  0.22
H  -1.85456  0.10541  -0.91950  0.30
H  2.71986  -1.40129  -0.19090  0.21
H  2.01405  -1.19220  -0.08174  -0.22

Forces on atoms 1 to 2 (eV/Å):
-0.2 -0.1 0.0
0.1 0.0 0.0


Molecular formula: C5H13NO
Method: DFT, ωB97M-V/def2-TZVPD

Output
Orbital gap (spin up / spin down): 8.5237 / 6.0272 eV
Energy above the lowest of the compared OMol25 structures with the same formula, charge and spin: 259.2 kJ/mol
Spin multiplicity: 2
E_LUMO (spin up / spin down): -5.51 / -7.95 eV
Net charge: +1

Last column: Mulliken charge in e.
Geometry (Å):
C  -0.38323  1.02425  2.35370  -0.92
N  -0.78151  0.12400  1.25690  -0.38
C  -1.08656  0.85377  -0.00335  -0.71
C  1.36035  -0.78599  -2.20407  -0.99
C  0.16228  0.11086  -2.01417  -0.04
C  0.01039  0.98226  -0.99157  -0.04
H  0.13045  0.59406  3.21252  0.30
H  0.34992  1.73032  1.95548  0.32
H  -1.27003  1.54938  2.72724  0.34
H  -1.65877  -0.29705  1.51441  0.25
H  -1.46068  1.82886  0.33183  0.47
H  -1.90531  0.26504  -0.43189  0.45
H  1.03531  -1.80238  -2.41321  0.35
H  1.97228  -0.36485  -3.00865  0.38
H  1.94728  -0.74111  -1.28253  0.36
H  -0.73670  -0.08634  -2.59934  0.39
H  0.88863  1.56524  -0.66922  0.36
H  0.15262  -1.50359  0.56811  0.45
H  0.62927  -2.72194  1.28491  0.32
O  0.64401  -2.32479  0.41291  -0.66

Forces on atoms 1 to 2 (eV/Å):
0.1 0.7 -0.2
0.8 0.0 -0.2


| no. | molar mass (g mol⁻¹) | DFT total energy (eV) |
| --- | --- | --- |
| 1 | 849.91 | -74271.3971 |
| 2 | 91.09 | -9367.6480 |
| 3 | 559.76 | -61491.7540 |
| 4 | 36.03 | -4159.7596 |
| 5 | 403.91 | -33252.1349 |
| 6 | 811.00 | -97012.8615 |
| 7 | 59.07 | -5691.5913 |
| 8 | 103.16 | -8923.0643 |